1.
Formula: C12H32I2NO8P2S
Source: the OMol25 dataset
Level of theory: ωB97M-V with the def2-TZVPD basis set

The geometry in XYZ format:
```
58
Properties=species:S:1:pos:R:3:lowdin_charge:R:1
N 3.505 6.271 5.750 -0.349
S 3.955 5.037 6.764 -0.014
I 6.158 4.584 6.022 0.682
I 2.652 3.118 6.201 0.659
H 3.982 6.228 4.853 0.028
H 2.495 6.321 5.631 0.068
O 2.227 0.955 1.768 -0.214
P 2.312 2.037 0.782 0.393
O 2.156 3.477 1.471 -0.168
C 3.096 3.883 2.453 -0.321
C 4.457 4.236 1.880 -0.069
O 0.978 2.058 -0.090 -0.181
C -0.024 1.038 0.029 -0.270
C -1.099 1.431 1.033 -0.060
O 3.336 2.357 -0.374 -0.174
C 4.079 1.275 -0.999 -0.235
C 3.175 0.303 -1.726 -0.071
H 3.186 3.094 3.207 0.045
H 2.662 4.763 2.938 0.101
H 4.958 3.357 1.476 0.075
H 5.102 4.660 2.656 0.045
H 4.357 4.957 1.069 0.093
H 0.426 0.090 0.324 0.098
H -0.456 0.895 -0.961 0.120
H -0.652 1.826 1.946 0.070
H -1.715 0.567 1.280 0.076
H -1.747 2.211 0.630 0.079
H 4.673 0.763 -0.240 0.119
H 4.768 1.753 -1.691 0.121
H 2.551 -0.258 -1.027 0.069
H 3.776 -0.411 -2.288 0.086
H 2.513 0.831 -2.411 0.091
O -2.875 -1.667 -0.750 -0.224
P -2.906 -2.946 -1.527 0.595
O -1.824 -2.507 -2.690 -0.219
C -0.436 -2.468 -2.391 -0.299
C 0.178 -3.848 -2.228 -0.080
O -4.324 -2.726 -2.314 -0.218
C -5.342 -1.859 -1.812 -0.294
C -5.233 -0.470 -2.412 -0.072
O -2.860 -4.457 -2.153 -0.200
C -3.353 -5.605 -1.421 -0.257
C -4.840 -5.532 -1.140 -0.079
H -0.271 -1.866 -1.489 0.094
H 0.036 -1.949 -3.225 0.118
H -0.205 -4.353 -1.337 0.067
H 1.262 -3.771 -2.128 0.074
H -0.057 -4.476 -3.086 0.083
H -5.314 -1.815 -0.723 0.103
H -6.295 -2.313 -2.091 0.116
H -4.206 -0.109 -2.371 0.071
H -5.876 0.231 -1.880 0.077
H -5.533 -0.483 -3.461 0.077
H -2.788 -5.709 -0.492 0.113
H -3.122 -6.469 -2.042 0.121
H -5.076 -4.734 -0.431 0.074
H -5.185 -6.473 -0.710 0.082
H -5.395 -5.331 -2.054 0.086
```

Lowest unoccupied orbital energy: -6.30 eV
HOMO: -11.23 eV
E: -2809.189010 Ha
Orbital gap: 0.1811 Eh
2S+1: 1
Charge: +1

2.
Formula: C13H29O18P3S3
Source: the OMol25 dataset
Level of theory: ωB97M-V with the def2-TZVPD basis set

The geometry in XYZ format:
```
66
Properties=species:S:1:pos:R:3:lowdin_charge:R:1
O 3.085 -3.492 1.376 0.055
C 2.061 -2.650 1.556 -0.195
O 0.606 -2.930 1.330 0.016
C 0.123 -1.720 0.647 -0.210
O -0.608 -1.533 -0.455 0.039
C 0.762 -0.504 1.542 -0.110
P -0.060 1.211 1.712 0.769
O 0.422 2.048 2.979 -0.359
O -1.791 0.901 1.958 -0.219
O 0.093 2.156 0.216 -0.198
C 2.015 -1.087 2.094 -0.316
P 3.275 -0.162 3.193 0.875
P 4.597 0.870 1.765 0.544
O 4.672 2.436 2.090 -0.390
O 6.222 0.169 1.859 -0.263
O 4.092 0.735 0.104 -0.239
H -2.335 1.648 1.570 0.072
H -0.242 1.528 -0.502 0.085
H 4.149 -1.091 3.904 -0.045
H 6.542 -0.025 0.928 0.081
H 3.451 -0.021 -0.048 0.068
O 0.830 -7.001 -2.362 -0.287
S -0.334 -6.905 -3.217 0.624
O -0.283 -6.267 -4.516 -0.289
O -1.565 -6.260 -2.366 -0.268
C -1.363 -5.017 -1.710 -0.276
C -1.424 -3.858 -2.687 -0.074
C -1.025 -8.527 -3.416 -0.126
H -0.419 -5.018 -1.156 0.113
H -2.168 -4.907 -0.976 0.124
H -0.576 -3.881 -3.379 0.075
H -1.401 -2.902 -2.156 0.048
H -2.335 -3.908 -3.292 0.087
H -1.117 -8.996 -2.434 0.075
H -0.349 -9.108 -4.047 0.077
H -2.000 -8.439 -3.899 0.075
O -7.028 1.806 1.046 -0.279
S -5.962 0.992 1.590 0.634
O -4.618 1.027 1.053 -0.300
O -6.459 -0.559 1.655 -0.263
C -6.953 -1.167 0.471 -0.276
C -5.823 -1.562 -0.462 -0.077
C -5.873 1.272 3.340 -0.118
H -7.671 -0.511 -0.033 0.118
H -7.496 -2.067 0.776 0.125
H -5.317 -0.679 -0.864 0.071
H -6.204 -2.146 -1.305 0.082
H -5.070 -2.152 0.070 0.084
H -6.877 1.195 3.762 0.077
H -5.475 2.276 3.502 0.080
H -5.206 0.531 3.784 0.077
O 3.584 7.935 0.600 -0.289
S 4.103 7.399 -0.640 0.623
O 3.236 7.017 -1.735 -0.293
O 5.100 6.154 -0.303 -0.268
C 4.612 5.089 0.499 -0.280
C 3.714 4.161 -0.297 -0.082
C 5.337 8.511 -1.265 -0.129
H 4.099 5.473 1.386 0.121
H 5.484 4.527 0.848 0.111
H 2.784 4.663 -0.582 0.072
H 3.453 3.276 0.290 0.035
H 4.205 3.843 -1.222 0.088
H 6.028 8.763 -0.458 0.073
H 4.831 9.411 -1.621 0.075
H 5.862 8.028 -2.092 0.073
```

Lowest unoccupied orbital energy: -3.07 eV
HOMO: -10.32 eV
E: -4085.563154 Ha
Structure (SMILES): O=C1OC(=O)C(P(=O)(O)O)=C1PP(=O)(O)O.CCOS(C)(=O)=O.CCOS(C)(=O)=O.CCOS(C)(=O)=O
Orbital gap: 0.2664 Eh
2S+1: 1
Charge: 0

3.
Formula: C19H19O6S4
Source: the OMol25 dataset
Level of theory: ωB97M-V with the def2-TZVPD basis set

The geometry in XYZ format:
```
48
Properties=species:S:1:pos:R:3:lowdin_charge:R:1
C -6.095 1.449 -0.598 -0.069
C -5.147 2.653 -0.697 -0.432
C -5.349 3.327 -2.031 -0.115
O -3.835 2.021 -0.439 -0.231
C -2.674 2.697 -0.211 -1.438
S -1.398 1.943 0.582 0.458
S -2.547 4.264 -0.746 0.463
H -7.156 1.724 -0.604 0.072
H -5.929 0.811 -1.479 0.077
H -5.883 0.841 0.288 0.078
H -5.335 3.379 0.109 0.134
H -6.368 3.731 -2.077 0.076
H -4.657 4.152 -2.222 0.010
H -5.284 2.603 -2.850 0.078
C 0.432 -0.980 -5.382 -0.062
O 1.776 -0.790 -4.848 -0.100
C 1.869 -0.402 -3.541 -0.263
C 0.780 -0.418 -2.637 0.011
C 0.992 -0.095 -1.307 -0.044
C 2.225 0.402 -0.856 -0.229
C 2.408 0.808 0.525 -0.017
C 2.159 -0.001 1.586 -0.293
S 2.941 0.286 3.184 0.704
O 4.366 0.424 3.006 -0.293
O 2.171 1.245 3.940 -0.281
C 2.621 -1.353 3.852 -0.247
C 1.895 -2.218 3.052 -0.238
C 1.640 -3.528 3.451 -0.038
C 2.137 -3.957 4.683 -0.064
C 2.893 -3.093 5.489 -0.064
C 3.151 -1.786 5.068 -0.039
S 1.374 -1.601 1.429 0.704
O -0.065 -1.455 1.460 -0.285
O 2.033 -2.379 0.408 -0.274
C 3.297 0.440 -1.780 -0.021
C 3.146 -0.029 -3.066 -0.011
H 0.578 -1.306 -6.412 0.083
H -0.104 -1.758 -4.813 0.089
H -0.133 -0.030 -5.368 0.103
H -0.227 -0.671 -2.972 0.110
H 0.144 -0.142 -0.626 0.062
H 2.961 1.720 0.715 0.138
H 1.057 -4.178 2.804 0.125
H 1.903 -4.965 5.029 0.107
H 3.253 -3.426 6.470 0.110
H 3.751 -1.104 5.667 0.123
H 4.267 0.823 -1.459 0.118
H 3.969 -0.076 -3.777 0.114
```

Lowest unoccupied orbital energy: 1.91 eV
HOMO: -3.09 eV
E: -2779.558014 Ha
Orbital gap: 0.1835 Eh
2S+1: 1
Charge: -1

4.
Formula: C4H7NO2
Source: the OMol25 dataset
Level of theory: ωB97M-V with the def2-TZVPD basis set

The geometry in XYZ format:
```
14
Properties=species:S:1:pos:R:3:lowdin_charge:R:1
C 0.364 -1.118 -1.171 -0.169
C -0.056 -1.431 -2.386 0.018
C 0.633 0.592 0.481 -0.012
N 0.536 0.240 -0.793 -0.011
H 0.587 -1.820 -0.381 0.120
H -0.249 -0.704 -3.163 0.060
H -0.253 -2.463 -2.640 0.054
H 0.696 1.648 0.674 0.117
H 0.974 -0.127 1.208 0.125
H 0.480 0.973 -1.481 0.152
O 0.030 1.701 2.842 -0.017
C -0.926 1.068 2.429 -0.488
O -1.074 0.571 1.236 -0.072
H -1.743 0.871 3.143 0.126
```

Lowest unoccupied orbital energy: 0.80 eV
HOMO: -9.16 eV
E: -361.796247 Ha
Orbital gap: 0.3659 Eh
Relative energy (zero: lowest compared OMol25 entry of this formula, charge and spin): 2.302 eV
2S+1: 1
Charge: 0

5.
Formula: C2H6N2S
Source: the OMol25 dataset
Level of theory: ωB97M-V with the def2-TZVPD basis set

The geometry in XYZ format:
```
11
Properties=species:S:1:pos:R:3:lowdin_charge:R:1
C 0.265 -0.184 1.531 -0.097
C -0.576 0.648 -1.578 -0.740
H -0.062 0.852 1.570 0.081
H -0.077 -0.644 2.451 0.078
H 1.349 -0.255 1.458 0.075
H -0.168 -1.717 0.322 0.109
H 1.154 -0.007 -1.007 0.126
H -1.653 0.656 -1.355 0.073
N -0.349 -0.730 0.315 -0.101
N 0.177 -0.061 -0.772 -0.131
S -0.058 1.444 -2.936 0.528
```

Lowest unoccupied orbital energy: 0.79 eV
HOMO: -8.32 eV
E: -587.451815 Ha
Structure (SMILES): CNNC=S
Orbital gap: 0.3349 Eh
Relative energy (zero: lowest compared OMol25 entry of this formula, charge and spin): 1.420 eV
2S+1: 1
Charge: 0

6.
Formula: C23H46O11S2
Source: the OMol25 dataset
Level of theory: ωB97M-V with the def2-TZVPD basis set

The geometry in XYZ format:
```
82
Properties=species:S:1:pos:R:3:lowdin_charge:R:1
C 4.522 1.279 -2.753 -0.135
S 3.375 0.433 -3.784 0.636
O 3.590 0.816 -5.144 -0.300
O 3.508 -0.966 -3.537 -0.296
C 1.774 1.001 -3.222 -0.354
C 1.053 1.885 -4.211 -0.179
C -0.002 2.644 -3.393 -0.162
S -0.827 1.663 -2.134 0.590
O -2.141 1.278 -2.476 -0.256
O -0.831 2.462 -0.965 -0.272
O 0.028 0.381 -1.733 -0.228
C 0.826 -0.117 -2.843 -0.143
H 4.126 1.281 -1.748 0.053
H 5.456 0.747 -2.769 0.072
H 4.636 2.305 -3.066 0.078
H 1.946 1.594 -2.331 0.133
H 0.555 1.274 -4.947 0.126
H 1.713 2.569 -4.724 0.123
H 0.518 3.397 -2.822 0.107
H -0.730 3.137 -4.021 0.116
H 1.326 -1.028 -2.566 0.130
H 0.142 -0.289 -3.665 0.113
C 0.033 0.264 1.543 -0.002
C 1.481 -0.105 1.708 -0.478
O 2.194 -0.369 0.764 0.059
C 2.021 -0.128 3.121 -0.017
H -0.221 0.252 0.490 0.052
H -0.599 -0.443 2.086 0.060
H -0.135 1.272 1.927 0.098
H 1.465 -0.855 3.716 0.077
H 1.916 0.858 3.576 0.087
H 3.072 -0.406 3.107 0.065
C -2.894 -1.755 -3.166 -0.017
C -2.763 -1.655 -4.664 -0.494
O -1.882 -1.004 -5.178 0.064
C -3.776 -2.403 -5.497 -0.023
H -2.107 -1.166 -2.709 0.049
H -3.859 -1.366 -2.840 0.092
H -2.797 -2.796 -2.850 0.091
H -4.782 -2.044 -5.274 0.083
H -3.726 -3.470 -5.276 0.085
H -3.567 -2.247 -6.552 0.080
C -4.154 -1.227 3.815 -0.019
C -2.696 -1.583 3.974 -0.492
O -2.008 -1.872 3.023 0.057
C -2.135 -1.559 5.374 -0.014
H -4.427 -1.281 2.764 0.082
H -4.772 -1.923 4.383 0.086
H -4.333 -0.214 4.179 0.086
H -2.671 -2.271 6.004 0.089
H -2.231 -0.557 5.797 0.087
H -1.084 -1.835 5.345 0.062
C 0.921 -3.683 6.815 -0.032
C -0.104 -4.556 7.501 -0.509
O -0.998 -5.084 6.885 0.069
C 0.041 -4.733 8.994 -0.025
H 0.703 -3.641 5.751 0.075
H 0.884 -2.674 7.230 0.083
H 1.921 -4.093 6.957 0.085
H -0.023 -3.765 9.494 0.084
H 1.005 -5.187 9.226 0.085
H -0.754 -5.377 9.361 0.081
C -4.760 3.768 -3.480 -0.022
C -4.673 3.838 -4.984 -0.506
O -3.781 4.436 -5.539 0.063
C -5.750 3.124 -5.765 -0.025
H -3.927 4.316 -3.048 0.081
H -5.693 4.217 -3.136 0.084
H -4.704 2.727 -3.156 0.080
H -6.729 3.536 -5.516 0.083
H -5.741 2.060 -5.525 0.081
H -5.570 3.251 -6.830 0.080
C 5.263 0.880 1.609 -0.023
C 6.445 1.468 0.874 -0.490
O 6.417 1.660 -0.320 0.067
C 7.666 1.802 1.696 -0.024
H 4.453 0.678 0.912 0.059
H 5.553 -0.054 2.091 0.091
H 4.914 1.579 2.372 0.089
H 8.046 0.902 2.182 0.085
H 7.411 2.536 2.462 0.084
H 8.438 2.213 1.051 0.080
```

Lowest unoccupied orbital energy: 0.46 eV
HOMO: -9.45 eV
E: -2527.920758 Ha
Structure (SMILES): CS(=O)(=O)[C@H]1CCS(=O)(=O)OC1.CC(C)=O.CC(C)=O.CC(C)=O.CC(C)=O.CC(C)=O.CC(C)=O
Orbital gap: 0.3644 Eh
Relative energy (zero: lowest compared OMol25 entry of this formula, charge and spin): 0.727 eV
2S+1: 1
Charge: 0

7.
Formula: C9H18N3O5S2
Source: the OMol25 dataset
Level of theory: ωB97M-V with the def2-TZVPD basis set

The geometry in XYZ format:
```
37
Properties=species:S:1:pos:R:3:lowdin_charge:R:1
C 1.932 -1.315 0.667 -0.088
C 2.610 -0.992 -0.661 -0.260
C 2.212 0.358 -1.278 -0.221
C 2.903 1.576 -0.643 -0.241
S 1.922 2.779 0.266 0.477
O 2.934 3.696 0.718 -0.356
O 0.981 3.383 -0.645 -0.351
N 1.258 2.085 1.549 -0.317
S -0.351 2.029 1.634 0.483
O -0.670 1.058 2.645 -0.340
O -0.976 3.302 1.874 -0.338
C -1.111 1.402 0.147 -0.246
C -2.622 1.570 0.200 -0.139
C -3.357 0.281 0.419 -0.526
N -4.578 0.158 -0.284 0.115
O -2.978 -0.608 1.131 0.084
H 1.087 -1.972 0.543 0.039
H 2.610 -1.740 1.391 0.065
H 1.555 -0.410 1.117 0.043
H 3.689 -1.030 -0.594 0.096
H 2.305 -1.749 -1.374 0.055
H 1.146 0.456 -1.339 0.087
H 2.558 0.308 -2.304 0.098
H 3.690 1.207 -0.002 0.094
H 3.364 2.152 -1.427 0.087
H -0.824 0.370 0.034 0.087
H -0.758 1.914 -0.729 0.072
H -2.942 1.946 -0.763 0.107
H -2.897 2.310 0.941 0.121
H -4.767 1.007 -0.797 0.067
H -5.334 0.030 0.375 0.089
C -1.158 -4.385 -0.202 -0.061
C -0.002 -4.016 -1.000 -0.277
N 0.916 -3.726 -1.613 0.150
H -0.846 -4.586 0.820 0.086
H -1.878 -3.571 -0.194 0.082
H -1.623 -5.276 -0.619 0.078
```

Lowest unoccupied orbital energy: 2.66 eV
HOMO: -5.64 eV
E: -1690.626533 Ha
Orbital gap: 0.3052 Eh
2S+1: 1
Charge: -1

8.
Formula: C17H19NO
Source: the OMol25 dataset
Level of theory: ωB97M-V with the def2-TZVPD basis set

The geometry in XYZ format:
```
38
Properties=species:S:1:pos:R:3:lowdin_charge:R:1
C -2.735 0.511 -1.000 -0.052
C -1.945 -2.055 -1.096 -0.145
C -2.333 -0.836 -0.442 -0.226
C -2.028 -3.097 -0.162 -0.218
C -2.701 -1.205 0.809 -0.075
C -1.054 -3.617 -2.698 -0.101
C -1.299 -4.642 -1.794 -0.108
C -1.372 -2.318 -2.341 -0.029
C -1.773 -4.421 -0.509 -0.018
N -2.520 -2.560 1.003 0.075
H -0.611 -3.768 -3.677 0.100
H -1.217 -5.680 -2.092 0.097
H -1.157 -1.501 -3.011 0.106
H -1.970 -5.235 0.173 0.106
H -2.775 1.204 -0.163 0.073
H -3.698 0.383 -1.487 0.079
H -3.005 -0.548 1.617 0.127
H -2.418 -2.854 1.958 0.149
H -2.086 0.895 -1.791 0.063
C 4.252 1.747 1.761 -0.210
C 4.334 0.249 2.013 -0.111
C 2.935 2.260 1.225 -0.239
C 2.022 1.514 0.510 -0.041
C 2.695 3.638 1.316 -0.046
C 0.881 2.075 -0.064 -0.015
C 1.578 4.227 0.788 -0.011
C 0.639 3.411 0.135 -0.333
O -0.498 4.042 -0.277 0.040
H 4.446 2.222 2.726 0.107
H 5.051 2.093 1.116 0.112
H 3.345 -0.223 1.946 0.061
H 2.277 0.474 0.319 0.108
H 3.434 4.259 1.811 0.114
H 0.105 1.467 -0.522 0.102
H 1.257 5.261 0.825 0.119
H -0.970 3.593 -0.980 0.098
H 4.804 -0.010 2.963 0.069
H 4.856 -0.328 1.243 0.072
```

Lowest unoccupied orbital energy: 0.73 eV
HOMO: -7.91 eV
E: -789.176920 Ha
Structure (SMILES): Cc1c[nH]c2ccccc12.CCc1ccc(O)cc1
Orbital gap: 0.3176 Eh
Relative energy (zero: lowest compared OMol25 entry of this formula, charge and spin): 1.638 eV
2S+1: 1
Charge: 0

Repeat the eighth record exactly.
Formula: C17H19NO
Source: the OMol25 dataset
Level of theory: ωB97M-V with the def2-TZVPD basis set

The geometry in XYZ format:
```
38
Properties=species:S:1:pos:R:3:lowdin_charge:R:1
C -2.735 0.511 -1.000 -0.052
C -1.945 -2.055 -1.096 -0.145
C -2.333 -0.836 -0.442 -0.226
C -2.028 -3.097 -0.162 -0.218
C -2.701 -1.205 0.809 -0.075
C -1.054 -3.617 -2.698 -0.101
C -1.299 -4.642 -1.794 -0.108
C -1.372 -2.318 -2.341 -0.029
C -1.773 -4.421 -0.509 -0.018
N -2.520 -2.560 1.003 0.075
H -0.611 -3.768 -3.677 0.100
H -1.217 -5.680 -2.092 0.097
H -1.157 -1.501 -3.011 0.106
H -1.970 -5.235 0.173 0.106
H -2.775 1.204 -0.163 0.073
H -3.698 0.383 -1.487 0.079
H -3.005 -0.548 1.617 0.127
H -2.418 -2.854 1.958 0.149
H -2.086 0.895 -1.791 0.063
C 4.252 1.747 1.761 -0.210
C 4.334 0.249 2.013 -0.111
C 2.935 2.260 1.225 -0.239
C 2.022 1.514 0.510 -0.041
C 2.695 3.638 1.316 -0.046
C 0.881 2.075 -0.064 -0.015
C 1.578 4.227 0.788 -0.011
C 0.639 3.411 0.135 -0.333
O -0.498 4.042 -0.277 0.040
H 4.446 2.222 2.726 0.107
H 5.051 2.093 1.116 0.112
H 3.345 -0.223 1.946 0.061
H 2.277 0.474 0.319 0.108
H 3.434 4.259 1.811 0.114
H 0.105 1.467 -0.522 0.102
H 1.257 5.261 0.825 0.119
H -0.970 3.593 -0.980 0.098
H 4.804 -0.010 2.963 0.069
H 4.856 -0.328 1.243 0.072
```

Lowest unoccupied orbital energy: 0.73 eV
HOMO: -7.91 eV
E: -789.176920 Ha
Structure (SMILES): Cc1c[nH]c2ccccc12.CCc1ccc(O)cc1
Orbital gap: 0.3176 Eh
Relative energy (zero: lowest compared OMol25 entry of this formula, charge and spin): 1.638 eV
2S+1: 1
Charge: 0